#w
The following is a quantum chemistry calculation of a cluster of 2 separate species, C3H10N2O in total, from the Open Molecules 2025 dataset.

Geometry as XYZ:
```
16
Properties=species:S:1:pos:R:3
C 0.197 1.373 -0.953
C -0.572 0.715 -1.836
N 1.466 0.838 -0.412
H -0.128 2.321 -0.543
H -1.645 1.111 -2.115
H -0.297 -0.214 -2.313
H 1.272 -0.628 1.011
H 1.862 0.143 -1.072
H 2.198 1.556 -0.257
N -1.290 -0.416 1.230
C -0.515 -1.589 1.113
O 0.799 -1.241 1.534
H -1.246 -0.013 2.180
H -0.884 0.396 0.566
H -0.924 -2.346 1.813
H -0.295 -2.004 0.054
```

Properties
* ⟨S²⟩: 0.75
* orbital gap (spin up / spin down): 2.92 / 7.70 eV
* multiplicity: 2
* molecular weight: 90.13 g mol⁻¹
* charge: -1


#x
The following is a quantum chemistry calculation of a cluster of 2 separate species, C3H10N2O in total, from the Open Molecules 2025 dataset.

Geometry as XYZ:
```
16
Properties=species:S:1:pos:R:3
C 1.951 -1.462 -2.287
C 1.979 -1.601 -0.766
N 0.813 -0.848 -0.152
C -0.057 -0.040 -0.904
N -1.289 0.183 -0.698
H 0.969 -1.640 -2.601
H 2.306 -0.451 -2.550
H 2.478 -2.257 -2.809
H 2.963 -1.277 -0.339
H 1.853 -2.659 -0.465
H 0.424 -1.213 0.645
H 0.562 0.505 -1.668
H -1.782 0.167 -1.620
H -2.442 3.539 3.437
H -3.334 3.595 4.803
O -2.988 3.121 4.107
```

Properties
* ⟨S²⟩: 0.75
* orbital gap (spin up / spin down): 1.63 / 7.88 eV
* multiplicity: 2
* molecular weight: 90.13 g mol⁻¹
* charge: -1


Tell me which of them is the most stable. Sure, it is #x.


#w
The following is a quantum chemistry calculation of a structure of composition C16H9CaClIN2O5, from the Open Molecules 2025 dataset.

Geometry as XYZ:
```
35
Properties=species:S:1:pos:R:3
Ca -0.173 0.052 -0.510
O 0.094 -3.473 2.171
C -0.117 -2.328 1.559
O -0.349 -2.187 0.378
C -0.007 -1.141 2.513
C 0.290 -1.231 3.863
C 0.423 -0.039 4.563
C 0.289 1.179 3.909
C -0.007 1.167 2.553
N -0.174 0.023 1.908
C -0.107 2.387 1.627
O 0.057 3.586 2.144
O -0.297 2.241 0.442
H 0.027 -4.199 1.521
H 0.421 -2.186 4.351
H 0.650 -0.058 5.620
H 0.427 2.096 4.468
H 0.183 3.561 3.103
Cl 5.987 0.023 -4.135
C 4.313 0.012 -3.666
C 3.344 0.007 -4.616
C 1.972 -0.002 -4.262
I 0.591 -0.011 -5.795
C 1.555 -0.007 -2.950
O 0.297 -0.015 -2.584
C 2.596 0.001 -1.937
N 2.223 0.002 -0.604
C 3.157 0.005 0.319
C 4.531 0.010 0.051
C 4.924 0.013 -1.257
C 3.963 0.009 -2.288
H 3.621 0.010 -5.661
H 2.816 0.005 1.353
H 5.246 0.012 0.860
H 5.974 0.018 -1.514
```

Properties
* orbital gap: 5.18 eV
* molecular weight: 511.69 g mol⁻¹
* charge: +1


#x
The following is a quantum chemistry calculation of a structure of composition C16H9CaClIN2O5, from the Open Molecules 2025 dataset.

Geometry as XYZ:
```
35
Properties=species:S:1:pos:R:3
Ca 0.108 0.416 -0.800
O 4.259 -0.211 -0.416
C 3.020 -0.100 -0.822
O 2.295 0.842 -0.555
C 2.517 -1.240 -1.633
C 3.242 -2.361 -2.035
C 2.560 -3.355 -2.724
C 1.194 -3.224 -2.965
C 0.554 -2.066 -2.519
N 1.228 -1.110 -1.902
C -0.904 -1.711 -2.586
O -1.764 -2.559 -3.099
O -1.278 -0.642 -2.152
H 4.536 0.527 0.157
H 4.293 -2.441 -1.808
H 3.085 -4.240 -3.052
H 0.665 -4.011 -3.481
H -1.405 -3.407 -3.400
Cl -3.167 2.575 4.856
C -2.293 1.668 3.680
C -1.904 0.376 3.958
C -1.196 -0.353 3.010
I -0.587 -2.324 3.402
C -0.841 0.151 1.758
O -0.176 -0.546 0.897
C -1.254 1.497 1.475
N -0.924 2.000 0.265
C -1.276 3.228 -0.043
C -1.988 4.054 0.836
C -2.340 3.571 2.070
C -1.980 2.260 2.435
H -2.145 -0.076 4.908
H -0.986 3.585 -1.026
H -2.252 5.053 0.534
H -2.892 4.172 2.777
```

Properties
* orbital gap: 5.40 eV
* molecular weight: 511.69 g mol⁻¹
* charge: +1


Tell me which of them is the most stable. Sure, it is #w.


#w
The following is a quantum chemistry calculation of a structure of composition C20H26AgN5OS2Se4, from the Open Molecules 2025 dataset.

Geometry as XYZ:
```
59
Properties=species:S:1:pos:R:3
Ag 0.099 0.110 -0.585
Se -4.084 -0.051 1.201
Se -2.372 -1.557 0.686
Se -2.689 -2.142 -1.577
Se -0.576 -1.731 -2.511
C 4.921 -3.200 -1.364
C 5.493 -1.968 -0.666
N 4.696 -0.755 -0.805
C 4.962 0.108 -1.948
C 4.165 -0.261 -3.196
C 3.609 -0.546 0.018
S 2.730 0.931 -0.099
N 3.407 -1.529 0.889
C 2.192 -1.931 1.323
O 1.087 -1.715 0.842
C 2.234 -2.857 2.532
C 3.407 -3.443 2.996
C 3.382 -4.305 4.088
C 2.178 -4.584 4.726
C 1.003 -4.001 4.262
C 1.031 -3.146 3.167
H 5.510 -4.085 -1.098
H 4.933 -3.099 -2.451
H 3.891 -3.360 -1.042
H 6.491 -1.742 -1.054
H 5.581 -2.183 0.396
H 6.038 0.069 -2.145
H 4.703 1.122 -1.657
H 4.431 -1.250 -3.574
H 4.345 0.470 -3.991
H 3.098 -0.256 -2.963
H 4.334 -3.213 2.484
H 4.300 -4.762 4.440
H 2.154 -5.260 5.575
H 0.059 -4.220 4.747
H 0.123 -2.701 2.774
C -3.172 3.281 2.718
C -2.197 3.680 1.662
C -1.403 4.790 1.763
C -0.508 5.040 0.710
N -0.425 4.297 -0.362
C -1.232 3.182 -0.487
S -1.158 2.145 -1.786
N -2.102 2.919 0.562
C 0.422 6.219 0.771
H -3.055 3.915 3.597
H -3.021 2.226 2.969
H -4.193 3.364 2.339
H -1.457 5.428 2.634
H -2.571 1.990 0.576
H 0.431 6.681 1.759
H 0.116 6.966 0.036
H 1.429 5.896 0.507
C 1.459 2.071 3.295
C 0.490 1.525 2.345
N -0.267 1.107 1.593
H 2.387 2.273 2.758
H 1.660 1.346 4.082
H 1.075 2.990 3.736
```

Properties
* orbital gap: 4.42 eV
* molecular weight: 840.30 g mol⁻¹
* charge: -2


#x
The following is a quantum chemistry calculation of a structure of composition C20H26AgN5OS2Se4, from the Open Molecules 2025 dataset.

Geometry as XYZ:
```
59
Properties=species:S:1:pos:R:3
Ag -0.367 -0.398 0.293
Se -2.950 -0.103 1.396
Se -3.302 1.763 0.020
Se -1.311 1.815 -1.252
Se -1.911 1.437 -3.489
C 3.710 0.989 4.230
C 3.847 -0.417 3.655
N 2.699 -1.271 3.892
C 2.669 -2.047 5.121
C 1.863 -1.394 6.242
C 1.617 -1.315 3.036
S 1.668 -0.279 1.664
N 0.645 -2.114 3.441
C -0.285 -2.670 2.630
O -0.190 -2.918 1.433
C -1.546 -3.092 3.352
C -1.611 -3.195 4.738
C -2.787 -3.593 5.358
C -3.915 -3.870 4.595
C -3.856 -3.757 3.213
C -2.674 -3.381 2.593
H 4.583 1.592 3.966
H 3.624 0.973 5.319
H 2.824 1.466 3.813
H 4.720 -0.916 4.089
H 4.002 -0.350 2.580
H 3.705 -2.190 5.441
H 2.246 -3.027 4.902
H 2.299 -0.439 6.540
H 1.833 -2.045 7.121
H 0.845 -1.218 5.900
H -0.727 -2.956 5.315
H -2.828 -3.675 6.438
H -4.840 -4.162 5.079
H -4.739 -3.945 2.614
H -2.605 -3.279 1.518
C -1.217 -1.613 -5.210
C 0.143 -1.785 -4.623
C 0.918 -2.894 -4.824
C 2.195 -2.901 -4.230
N 2.673 -1.908 -3.526
C 1.893 -0.807 -3.296
S 2.389 0.466 -2.357
N 0.638 -0.785 -3.878
C 3.087 -4.103 -4.373
H -1.523 -2.531 -5.711
H -1.214 -0.789 -5.926
H -1.927 -1.339 -4.431
H 0.550 -3.727 -5.404
H 0.016 0.017 -3.669
H 2.763 -4.755 -5.185
H 3.066 -4.671 -3.441
H 4.113 -3.781 -4.540
C -3.679 -1.415 -1.864
C -2.283 -1.822 -1.811
N -1.191 -2.176 -1.755
H -4.095 -1.689 -2.834
H -3.716 -0.328 -1.778
H -4.231 -1.862 -1.040
```

Properties
* orbital gap: 5.43 eV
* molecular weight: 840.30 g mol⁻¹
* charge: -2


Tell me which of them is the most stable. Sure, it is #x.


#w
The following is a quantum chemistry calculation of a cluster of 3 separate species, C3H11NO2 in total, from the Open Molecules 2025 dataset.

Geometry as XYZ:
```
17
Properties=species:S:1:pos:R:3
C 0.243 -0.610 1.249
C -1.006 -0.304 0.428
C -1.603 1.948 1.411
N -1.373 1.137 0.518
H 1.146 -0.764 0.672
H -0.043 -1.529 1.775
H 0.223 0.022 2.135
H -0.886 -0.461 -0.617
H -1.905 -0.797 0.795
H -1.383 1.771 2.478
H -1.792 2.992 1.159
H -2.371 3.444 -2.431
H -0.868 3.622 -2.610
O -1.660 3.329 -3.072
H 4.392 -4.040 -1.837
H 4.846 -5.065 -0.835
O 4.042 -4.693 -1.216
```

Properties
* ⟨S²⟩: 0.76
* orbital gap (spin up / spin down): 8.28 / 5.02 eV
* multiplicity: 2
* molecular weight: 93.13 g mol⁻¹
* charge: +1


#x
The following is a quantum chemistry calculation of a cluster of 2 separate species, C3H11NO2 in total, from the Open Molecules 2025 dataset.

Geometry as XYZ:
```
17
Properties=species:S:1:pos:R:3
C -0.529 -0.918 -1.511
N -0.772 0.569 -1.074
C 0.612 1.051 -0.706
C 0.561 2.650 -0.247
O -0.722 3.467 0.000
H -1.409 -1.682 -1.503
H -0.259 -0.963 -2.569
H 0.432 -1.229 -1.008
H -1.077 1.137 -1.785
H 1.450 0.645 -1.453
H 0.854 0.455 0.203
H 1.171 3.142 -1.067
H 1.041 2.717 0.713
H -1.195 2.857 0.542
H 0.481 -5.089 4.218
H -0.631 -4.536 3.289
O -0.008 -4.272 3.958
```

Properties
* ⟨S²⟩: 0.75
* orbital gap (spin up / spin down): 10.20 / 4.64 eV
* multiplicity: 2
* molecular weight: 93.13 g mol⁻¹
* charge: +1


Tell me which of them is the most stable. Sure, it is #w.


#w
The following is a quantum chemistry calculation of a cluster of 3 separate species, CH6OSi in total, from the Open Molecules 2025 dataset.

Geometry as XYZ:
```
9
Properties=species:S:1:pos:R:3
C -0.353 0.130 -0.288
O 0.877 0.221 0.254
Si 2.272 0.753 -0.161
H -1.136 -0.438 0.270
H -0.368 -0.217 -1.303
H -3.176 -0.448 0.816
H 2.836 0.499 -1.556
H 2.880 0.549 1.084
H -3.832 -1.050 0.883
```

Properties
* orbital gap (spin up / spin down): 7.17 / 8.38 eV
* molecular weight: 62.14 g mol⁻¹
* charge: 0


#x
The following is a quantum chemistry calculation of a cluster of 2 separate species, CH6OSi in total, from the Open Molecules 2025 dataset.

Geometry as XYZ:
```
9
Properties=species:S:1:pos:R:3
C -1.357 0.485 0.136
O -0.102 0.578 -0.117
Si 1.516 0.003 -0.014
H -2.192 0.640 -0.575
H -1.896 0.401 1.158
H -1.734 -1.705 -0.448
H 1.675 -1.010 -1.072
H 1.650 -0.540 1.250
H 2.440 1.148 -0.318
```

Properties
* orbital gap (spin up / spin down): 9.61 / 7.51 eV
* molecular weight: 62.14 g mol⁻¹
* charge: 0


Tell me which of them is the most stable. Sure, it is #x.


#w
The following is a quantum chemistry calculation of a cluster of 2 separate species, C3H12NOS in total, from the Open Molecules 2025 dataset.

Geometry as XYZ:
```
18
Properties=species:S:1:pos:R:3
C -0.478 -1.068 -1.119
C 0.271 0.029 -0.396
C -0.615 0.731 0.639
S 0.242 2.161 1.436
N 0.647 1.085 -1.446
H -0.849 -1.808 -0.407
H -1.365 -0.668 -1.610
H 0.127 -1.539 -1.890
H 1.209 -0.169 0.108
H -0.845 0.021 1.431
H -1.556 0.971 0.144
H -0.696 3.057 1.137
H 1.152 1.857 -0.978
H -0.229 1.373 -1.960
H 1.206 0.681 -2.240
H 1.162 -2.723 2.127
H 0.075 -2.004 2.931
O 0.543 -1.988 2.092
```

Properties
* ⟨S²⟩: 0.75
* orbital gap (spin up / spin down): 3.52 / 9.86 eV
* multiplicity: 2
* molecular weight: 110.20 g mol⁻¹
* charge: 0


#x
The following is a quantum chemistry calculation of a cluster of 2 separate species, C3H12NOS in total, from the Open Molecules 2025 dataset.

Geometry as XYZ:
```
18
Properties=species:S:1:pos:R:3
C 0.545 -1.342 0.889
C -0.014 -0.001 0.454
C 0.835 0.672 -0.612
S -0.140 1.893 -1.588
N -0.207 0.929 1.615
H 0.464 -2.016 0.036
H 1.602 -1.267 1.155
H 0.006 -1.764 1.734
H -1.021 -0.157 0.067
H 1.226 -0.054 -1.316
H 1.663 1.190 -0.138
H 0.692 2.923 -1.387
H -0.605 1.844 1.313
H 0.687 1.097 2.149
H -0.863 0.487 2.327
H -2.110 -1.087 -1.762
H -1.501 -1.962 -2.834
O -1.260 -1.387 -2.102
```

Properties
* ⟨S²⟩: 0.75
* orbital gap (spin up / spin down): 3.88 / 9.80 eV
* multiplicity: 2
* molecular weight: 110.20 g mol⁻¹
* charge: 0


#y
The following is a quantum chemistry calculation of a cluster of 2 separate species, C3H12NOS in total, from the Open Molecules 2025 dataset.

Geometry as XYZ:
```
18
Properties=species:S:1:pos:R:3
C 0.140 1.780 -0.550
C 1.192 0.862 0.136
C 0.727 -0.583 -0.133
S 1.655 -1.918 0.792
N -1.133 1.831 0.258
H -0.042 1.425 -1.559
H 0.339 2.842 -0.702
H 2.231 1.020 -0.156
H 1.224 1.108 1.190
H -0.364 -0.757 -0.009
H 1.015 -0.873 -1.141
H 2.094 -2.692 -0.219
H -1.740 1.067 -0.077
H -1.541 2.787 0.117
H -0.925 1.757 1.270
H -2.840 -0.667 -1.526
H -4.084 -0.311 -0.593
O -3.237 -0.026 -0.935
```

Properties
* ⟨S²⟩: 0.75
* orbital gap (spin up / spin down): 3.77 / 9.66 eV
* multiplicity: 2
* molecular weight: 110.20 g mol⁻¹
* charge: 0


Tell me which of them is the most stable. Sure, it is #x.